Formula: C3H5CoLiO3
Source: the Open Molecules 2025 dataset
Level of theory: ωB97M-V/def2-TZVPD

Properties
Maximum force, eV/Å: 3.54
LUMO energy (spin up / spin down), eV: -0.504 / -0.560
Frontier orbital gap (spin up / spin down), hartree: 0.197 / 0.225
Expectation value of S²: 3.775

ORCA input file:
```
! RIJCOSX wB97M-V def2-TZVPD def2/J DEFGRID3
* xyz 0 4
O -3.373 -1.883 -2.024
C -3.195 -0.552 -1.893
C -4.734 -2.234 -1.787
O -2.139 -0.190 -1.267
O -4.356 0.004 -1.386
C -5.312 -1.010 -1.071
Co -0.375 0.786 -2.900
H -4.750 -3.136 -1.167
H -5.229 -2.434 -2.746
H -5.357 -1.107 0.020
H -6.282 -0.701 -1.479
Li -2.627 1.587 -0.767
H -2.728 0.734 -2.788
*
```